## 1
Below is a 12-piece molecular cluster, C6H35NO12 overall, with properties calculated with ωB97M-V/def2-TZVPD.

Geometry as XYZ:
```
54
Properties=species:S:1:pos:R:3
C -1.3412 -0.7236 -4.1033
C -1.3108 -0.1761 -2.6746
C -2.5671 0.5994 -2.2047
C -1.1025 -1.4110 -1.7480
N -0.5449 -0.9921 -0.4148
C 0.6501 -1.7085 0.0367
C 0.4937 -2.2719 1.4273
O 1.4199 -2.3138 2.2091
H -2.0232 -0.0916 -4.6729
H -0.3770 -0.6464 -4.6049
H -1.6867 -1.7536 -4.1276
H -0.5036 0.5410 -2.5250
H -3.3921 0.0753 -1.7425
H -2.9779 1.0418 -3.1210
H -2.1830 1.4473 -1.6491
H -2.0958 -1.7460 -1.4352
H -0.5513 -2.2187 -2.2201
H -0.4836 0.0129 -0.4152
H 1.4233 -0.9307 0.0112
H 0.9349 -2.4583 -0.6889
H -0.4475 -2.7883 1.6384
O 0.8768 1.6782 0.4720
H 0.0269 1.7609 0.9284
H 1.3909 0.9584 0.8180
O -3.0957 0.6558 0.7089
H -2.6252 1.4488 0.4378
H -2.6989 0.2957 1.5002
O 2.1301 0.3304 2.8403
H 2.5343 -0.3016 3.4385
H 1.6419 -0.2205 2.2231
O -1.9434 -3.4582 2.9753
H -1.8045 -2.9929 3.8086
H -2.5213 -2.8721 2.4738
O -1.0833 -4.4020 -0.8311
H -0.1833 -4.2813 -1.1507
H -1.4757 -3.5377 -1.0199
O 3.2324 0.7021 -1.6894
H 2.8813 0.9013 -0.8176
H 3.8185 1.4170 -1.9455
O 3.8904 2.2375 1.3153
H 3.6612 1.6683 2.0565
H 4.5651 1.8464 0.7573
O 0.7280 2.9144 2.8467
H 1.3538 3.2693 2.2050
H 1.0076 3.1906 3.7230
O 0.1356 -0.0436 4.9133
H 0.8245 -0.5182 4.4386
H 0.4364 0.8498 4.7348
O 1.8736 1.6309 -4.2142
H 1.2324 2.3470 -4.2609
H 1.6326 1.1506 -3.4124
O -1.3162 3.1039 0.5715
H -1.9508 3.2664 1.2790
H -0.5096 3.5175 0.9011
```

Results
SMILES: CC(C)CNCC=O.O.O.O.O.O.O.O.O.O.O.O
Molar mass: 313.3 g mol⁻¹
HOMO energy: -9.0292 eV

## 2
Below is a 12-piece molecular cluster, C6H35NO12 overall, with properties calculated with ωB97M-V/def2-TZVPD.

Geometry as XYZ:
```
54
Properties=species:S:1:pos:R:3
C 1.2475 0.0998 -2.5589
C -0.0262 0.7074 -1.9495
C -1.3438 0.4076 -2.7071
C -1.9652 -0.8550 -2.1064
N -2.6874 -0.5881 -0.8312
C -2.4706 -1.7029 0.0884
C -1.5377 -1.3478 1.1924
O -1.6840 -0.2756 1.7366
H 2.0327 0.2468 -1.8191
H 1.7820 0.5998 -3.3798
H 1.1188 -0.9917 -2.6711
H 0.1064 1.7961 -1.9466
H -0.1042 0.4323 -0.8840
H -1.2779 0.1312 -3.7647
H -1.9230 1.3091 -2.5720
H -2.7610 -1.2758 -2.7098
H -1.1301 -1.5635 -1.9865
H -2.2758 0.2325 -0.4124
H -1.9780 -2.5007 -0.4644
H -3.4251 -2.1457 0.4120
H -0.7254 -1.8851 1.7008
O -4.2170 1.6289 0.8110
H -3.9715 1.7855 1.7094
H -4.5523 0.7318 0.7443
O 0.0852 -3.1089 -0.3740
H 0.8127 -3.5225 -0.8750
H 0.0777 -2.2920 -0.8552
O 1.7449 -3.5731 -2.7527
H 2.1893 -3.1296 -1.9872
H 1.6694 -2.9889 -3.5121
O 2.0449 1.7721 1.9972
H 2.8137 2.2654 1.6904
H 1.2573 2.2822 1.8149
O -1.8178 2.3358 2.9347
H -1.5388 2.4460 3.8414
H -1.5505 1.4109 2.7974
O 0.5806 3.9161 -0.1164
H 0.9956 4.7845 -0.0625
H -0.3320 4.1116 -0.4306
O 2.7053 2.3016 -0.6747
H 2.1185 2.9106 -1.1919
H 2.1050 1.7046 -0.2101
O 1.8929 -0.9108 3.1387
H 2.2270 -0.0694 3.5288
H 1.9188 -0.7058 2.1772
O 2.5147 -3.5213 3.1664
H 2.3749 -2.6853 3.5902
H 1.7415 -3.8897 2.7768
O 3.6015 -1.7507 0.9722
H 3.5571 -2.3581 1.7117
H 4.3430 -2.1133 0.4643
O -1.9487 3.3141 -0.0028
H -2.7541 2.8465 -0.1094
H -1.6606 3.2405 0.9206
```

Results
SMILES: CCCCNCC=O.O.O.O.O.O.O.O.O.O.O.O
Molar mass: 313.3 g mol⁻¹
HOMO energy: -9.2953 eV

Which of them is the most stable? Correct choice: 2.

## 1
Below is a 2-piece molecular cluster, CH3I2O2P overall, with properties calculated with ωB97M-V/def2-TZVPD.

Geometry as XYZ:
```
9
Properties=species:S:1:pos:R:3
C 0.0493 -1.0195 0.3741
O 0.1336 0.2030 1.0495
P -0.7379 1.0380 2.1506
O -0.6803 2.3900 1.6671
H 0.7786 -0.9744 -0.4076
H -1.0629 -1.0542 -0.1354
H 0.2536 -1.8258 1.0114
I 1.6697 0.9848 -2.0952
I -0.4037 0.2580 -3.6144
```

Results
SMILES: COP=O.II
Molar mass: 331.8 g mol⁻¹
HOMO energy: -9.4389 eV

## 2
Below is a 3-piece molecular cluster, CH3I2O2P overall, with properties calculated with ωB97M-V/def2-TZVPD.

Geometry as XYZ:
```
9
Properties=species:S:1:pos:R:3
O 0.7150 2.4990 0.9171
P 1.1726 1.1511 0.8997
I -0.4086 0.1382 2.5136
C 0.4669 -2.9412 -2.0933
O 1.0129 -2.3923 -1.1769
H 1.1510 -2.9786 -3.0235
H -0.5935 -3.3440 -2.0953
I -1.7370 4.6517 2.3632
H -1.7794 3.2160 1.6954
```

Results
SMILES: O=PI.C=O.I
Molar mass: 331.8 g mol⁻¹
HOMO energy: -9.5891 eV

Which of them is the most stable? Correct choice: 1.

## 1
Below is a 2-piece molecular cluster, C4H5P overall, with properties calculated with ωB97M-V/def2-TZVPD.

Geometry as XYZ:
```
10
Properties=species:S:1:pos:R:3
C 1.0089 0.2347 0.3257
C -1.9558 -1.1674 -0.1762
C -1.6391 -0.1242 0.5056
C 2.0149 1.1480 -0.1557
P 2.2459 -0.7893 -0.0538
H -2.9727 -1.5516 -0.2431
H -1.2211 -1.7353 -0.7290
H -1.9974 0.6426 1.1457
H 1.9365 1.5784 -1.1529
H 2.5797 1.7641 0.5338
```

Results
Molar mass: 84.1 g mol⁻¹
HOMO energy (alpha / beta): -8.3198 / -8.3462 eV

## 2
Below is a 2-piece molecular cluster, C4H5P overall, with properties calculated with ωB97M-V/def2-TZVPD.

Geometry as XYZ:
```
10
Properties=species:S:1:pos:R:3
C 0.2699 1.2730 -0.4577
C 1.2054 0.4804 -0.1527
P 2.2073 -0.8151 0.0013
H -0.4710 1.4341 0.3063
H 0.3233 2.0794 -1.1859
H 3.2880 -0.1507 0.6512
C -2.0905 -0.6562 0.3483
C -1.2516 -1.5198 0.2294
H -2.6077 0.3164 0.1499
H -0.8731 -2.4414 0.1098
```

Results
SMILES: C=C=P.C#C
Molar mass: 84.1 g mol⁻¹
HOMO energy: -9.2264 eV

Which of them is the most stable? Correct choice: 2.

## 1
Below is a 3-piece molecular cluster, C4H11N2O2 overall, with properties calculated with ωB97M-V/def2-TZVPD.

Geometry as XYZ:
```
19
Properties=species:S:1:pos:R:3
C 0.4543 -1.6715 -2.0813
C 0.3585 -0.5515 -1.2261
C 0.3057 0.8440 -1.5015
N 0.4844 1.5452 -0.3247
C 0.5760 0.6411 0.7067
N 0.4752 -0.5922 0.1518
H -0.5655 -2.2130 -2.1265
H 1.2640 -2.4320 -1.6662
H 0.6870 -1.3584 -3.0957
H 0.2461 1.2047 -2.4841
H 0.6025 2.5001 -0.1325
H 0.9939 0.7620 1.7284
H 0.4954 -1.4927 0.7827
H -3.0206 2.7793 0.1043
H -2.9170 1.3342 0.7291
O -2.5461 2.0213 0.2572
H 0.6597 -1.5417 3.7118
H 0.0739 -2.7888 3.0465
O 0.6206 -1.8960 2.8960
```

Results
Charge: +1
Molar mass: 119.1 g mol⁻¹
HOMO energy: -13.2320 eV

## 2
Below is an isolated ion of composition C4H11N2O2 and charge +1, with properties calculated with ωB97M-V/def2-TZVPD.

Geometry as XYZ:
```
19
Properties=species:S:1:pos:R:3
N 0.1290 -2.0070 -1.4789
C -0.2179 -1.0679 -0.4859
C 0.4110 0.3249 -0.9176
C -0.2670 1.5842 -0.4771
N 0.2232 2.0289 0.9254
C -0.0845 -1.4850 0.9076
O 0.0887 -2.5346 1.4076
O -0.1876 -0.4639 1.9059
H -0.5874 -2.7123 -1.5899
H 1.0466 -2.4213 -1.5413
H -1.3153 -0.8539 -0.5823
H 0.1495 0.3421 -1.9959
H 1.5662 0.2337 -0.9063
H -0.1926 2.2909 -1.3076
H -1.4502 1.3529 -0.4383
H -0.4250 2.6961 1.4605
H 0.3483 1.2425 1.5609
H 1.1060 2.3219 0.7006
H -0.3409 -0.8722 2.8525
```

Results
Charge: +1
SMILES: N[C@H](CC[NH3+])C(=O)O
Molar mass: 119.1 g mol⁻¹
HOMO energy: -13.3506 eV

Which of them is the most stable? Correct choice: 1.